Formula: H4O2Sn
Source: OMol25
Level of theory: the ωB97M-V functional and the def2-TZVPD basis

Cartesian coordinates (Å):
Sn  -12.14  -22.88  19.80
O  -10.85  -21.77  17.66
H  -11.45  -21.23  17.12
H  -9.96  -21.42  17.46
O  -13.63  -25.00  18.84
H  -13.59  -25.01  17.87
H  -13.34  -25.89  19.11

Properties
- charge = +2
- total energy (eV) = -9971.1361
- orbital gap (eV) = 9.25
- energy relative to the best compared isomer or geometry (same formula, charge and spin) (kJ/mol) = 71.6
- LUMO (eV) = -12.51

These are the Mulliken partial charges, in e, on atoms 1 to 4: atom 1 (Sn): 1.691, atom 2 (O): -0.587, atom 3 (H): 0.382, atom 4 (H): 0.358

***

Formula: H4O4Xe
Source: OMol25
Level of theory: the ωB97M-V functional and the def2-TZVPD basis

Cartesian coordinates (Å):
Xe  0.04  -0.04  0.01
O  1.93  -0.77  0.01
O  -1.73  0.96  -0.02
O  -0.03  -0.11  2.03
O  -0.01  -0.12  -2.02
H  1.91  -1.74  -0.01
H  -2.46  0.32  -0.02
H  0.21  0.74  2.41
H  0.16  0.75  -2.39

Properties
- total energy (eV) = -17207.9182
- orbital gap (eV) = 9.96
- LUMO (eV) = -0.03

These are the Mulliken partial charges, in e, on atoms 1 to 4: atom 1 (Xe): 1.278, atom 2 (O): -0.632, atom 3 (O): -0.652, atom 4 (O): -0.644

***

Formula: H4OP2
Source: OMol25
Level of theory: the ωB97M-V functional and the def2-TZVPD basis

Cartesian coordinates (Å):
O  -2.41  -0.64  0.23
P  0.62  -1.45  -0.07
P  -1.15  -0.10  -0.23
H  0.88  -1.14  1.24
H  1.59  -0.38  -0.50
H  -1.17  0.63  -1.57
H  -0.68  1.26  0.70

Properties
- expectation value of S² = 2.012
- total energy (eV) = -20683.5903
- orbital gap (spin up / spin down) (eV) = 5.91 / 6.60
- energy relative to the best compared isomer or geometry (same formula, charge and spin) (kJ/mol) = 88.4
- LUMO (spin up / spin down) (eV) = 0.68 / -4.12
- spin multiplicity = 3

These are the Mulliken partial charges, in e, on atoms 1 to 4: atom 1 (O): -0.419, atom 2 (P): -0.120, atom 3 (P): 0.126, atom 4 (H): 0.106